Record 1
A structure of composition C27H28BrIrN3O3S at a distorted geometry, computed with ωB97M-V/def2-TZVPD.

```
64
Properties=species:S:1:pos:R:3:forces:R:3
Ir 1.624 -0.390 1.402 -0.8 -0.3 0.5
C 1.587 -3.655 3.092 -0.7 -0.8 -0.2
O 0.783 -2.565 2.559 1.1 0.3 0.3
C -0.546 -2.507 2.783 1.0 3.9 -2.6
C -1.290 -3.416 3.331 -0.8 -3.6 1.7
C -2.679 -3.306 3.370 0.1 -1.3 1.3
Br -3.684 -4.651 4.274 0.2 0.2 -0.4
C -3.268 -2.218 2.911 -0.7 1.9 -0.9
C -2.539 -1.124 2.372 0.4 -1.9 -0.2
C -1.173 -1.291 2.232 1.1 0.3 0.8
O -0.470 -0.291 1.722 1.5 -0.6 -0.4
C -3.198 0.000 1.794 2.1 0.0 0.5
N -2.580 1.047 1.239 -1.7 -0.5 0.0
C -3.603 1.921 0.894 0.2 0.9 -0.2
C -3.487 3.192 0.400 0.4 0.0 -0.3
C -4.645 3.896 0.179 -1.6 -0.7 0.3
C -5.929 3.345 0.508 -1.2 0.1 0.3
C -6.046 2.060 1.086 1.5 1.2 -1.0
C -4.836 1.387 1.246 0.3 0.6 0.0
N -4.484 0.204 1.833 -2.2 -2.1 1.0
H 1.337 -4.573 2.466 0.6 1.0 0.8
H 1.292 -3.867 4.162 0.6 0.4 -1.1
H 2.655 -3.335 2.985 -1.1 -0.4 0.1
H -0.826 -4.314 3.730 -0.2 0.1 0.0
H -4.318 -2.150 2.892 -1.2 -0.1 0.3
H -1.583 0.996 1.056 0.1 0.3 0.1
H -2.461 3.497 0.243 -0.2 0.7 -0.4
H -4.629 4.854 -0.275 0.1 0.8 -0.2
H -6.927 3.940 0.367 2.3 -1.0 0.1
H -6.956 1.569 1.325 -0.8 0.0 0.2
H -5.071 -0.503 2.292 0.0 0.8 -0.5
S 5.196 0.425 -0.867 0.5 -0.5 0.4
C 4.375 -0.114 0.387 0.7 1.3 -1.7
N 3.597 -0.387 1.220 -1.2 -0.6 1.5
C 3.052 3.160 -0.675 -0.7 2.5 -0.2
C 1.869 2.876 -1.633 -0.2 0.2 0.2
C 0.471 2.676 -0.921 1.5 1.4 -0.1
C 2.280 1.697 -2.459 -1.2 1.3 0.2
C 2.840 1.941 -3.664 0.7 -0.5 -0.7
C 3.311 0.884 -4.466 -0.3 -0.3 -0.6
C 3.051 -0.448 -4.065 -0.2 -0.7 0.8
C 2.415 -0.747 -2.811 1.9 1.3 -2.6
C 2.220 -2.137 -2.366 -0.4 -1.5 -0.2
C 3.044 -2.557 -1.169 2.4 -0.4 0.9
C 0.700 -2.248 -2.144 0.1 0.8 -0.8
C 2.033 0.379 -1.957 1.4 -1.2 -1.2
O 1.646 0.163 -0.796 -0.6 0.3 1.0
H 2.717 4.077 -0.112 0.6 -0.8 -0.1
H 3.981 3.474 -1.241 -1.0 -0.7 0.7
H 3.214 2.354 0.012 0.3 -0.4 0.3
H 1.818 3.783 -2.286 -0.2 -0.8 0.3
H 0.618 2.142 0.008 0.0 0.4 0.5
H -0.190 2.048 -1.464 -0.6 -0.4 -1.0
H 0.012 3.678 -0.814 0.2 -0.6 0.3
H 2.983 2.964 -3.991 0.0 0.0 0.0
H 3.809 1.156 -5.437 -0.5 -0.7 1.1
H 3.380 -1.301 -4.712 -0.3 0.9 0.8
H 2.474 -2.904 -3.139 0.0 1.1 0.0
H 2.677 -2.169 -0.208 0.2 0.0 -0.5
H 4.196 -2.346 -1.246 -2.2 0.1 0.0
H 3.068 -3.646 -1.062 -0.5 0.0 -0.1
H 0.456 -1.623 -1.284 -0.4 -0.5 0.1
H 0.371 -3.281 -2.066 -0.2 0.1 0.1
H 0.269 -1.724 -3.042 -0.2 -0.9 0.8
```
Positions in Å, forces in eV/Å.

The spin multiplicity is 5. Its total charge is +1. The highest occupied orbital energy (spin up / spin down) is -0.396 / -0.399 hartree. The HOMO-LUMO gap (spin up / spin down) comes out at 7.816 / 6.095 eV. The expectation value of S² is 6.05.

Löwdin population analysis, charges in e, atoms 1 to 2:
1. Ir 1.382
2. C -0.018


Record 2
A cluster of 5 separate species, C7H23BrN7O4 in total at a distorted geometry, computed with ωB97M-V/def2-TZVPD.

```
42
Properties=species:S:1:pos:R:3:forces:R:3
Br 21.708 -21.144 19.242 0.0 0.0 0.0
C 20.497 -25.267 25.603 -2.0 -3.0 4.7
O 20.403 -25.732 26.744 -0.1 0.1 0.1
N 19.723 -25.573 24.617 -3.1 -1.5 -3.5
N 21.368 -24.435 25.244 5.2 4.4 -0.9
H 20.025 -25.172 23.741 -1.1 -0.5 -0.2
H 18.795 -25.939 24.774 0.4 0.0 -0.3
H 21.328 -24.048 24.312 0.6 0.4 0.6
H 21.996 -24.120 25.970 0.1 0.2 -0.6
C 20.228 -16.906 25.538 2.0 -1.7 2.1
O 20.125 -16.869 26.746 -0.5 0.7 0.9
N 21.123 -17.649 24.919 3.0 -2.4 -0.8
N 19.564 -16.273 24.644 -4.4 4.0 -2.2
H 21.913 -17.977 25.456 -0.4 -0.4 -0.3
H 20.949 -17.948 23.970 0.5 -0.1 0.3
H 18.937 -15.586 25.038 -0.2 0.0 -0.5
H 19.887 -16.115 23.700 0.0 -0.1 0.4
C 25.651 -26.681 17.384 3.2 1.1 -1.8
O 26.464 -27.592 17.241 0.1 0.4 0.3
N 24.430 -26.860 17.737 -4.6 -1.8 1.7
N 25.891 -25.357 17.103 0.9 -0.3 -0.1
H 23.708 -26.154 17.757 0.3 -0.1 0.1
H 24.174 -27.806 17.981 -0.1 0.3 -0.1
H 25.120 -24.705 17.130 0.7 0.2 -0.1
H 26.828 -25.137 16.799 -0.5 0.3 0.0
C 22.996 -14.216 19.393 0.2 0.8 -0.4
C 22.162 -14.131 18.113 1.5 -1.4 0.1
C 22.936 -14.707 16.873 0.2 0.5 1.0
O 22.302 -14.267 15.719 -1.7 1.8 0.7
C 22.425 -14.947 14.548 0.6 -1.5 -0.5
N 20.938 -14.862 18.447 0.0 1.2 -1.2
H 23.355 -15.219 19.624 -0.1 -0.2 -0.2
H 22.328 -13.905 20.196 0.3 0.1 0.1
H 23.867 -13.564 19.331 0.1 0.1 0.2
H 21.960 -13.111 17.787 -0.4 0.2 0.5
H 23.008 -15.792 16.942 -0.1 -0.3 -0.1
H 23.939 -14.282 16.842 0.5 -0.1 0.4
H 21.647 -14.664 13.839 0.0 0.1 0.2
H 22.340 -16.008 14.781 -0.2 -0.4 -0.4
H 23.405 -14.816 14.088 0.3 0.2 -0.2
H 20.452 -14.759 17.568 -1.0 -0.8 0.0
H 21.183 -15.830 18.594 -0.1 -0.3 -0.1
```
Positions in Å, forces in eV/Å.

The spin multiplicity is 1. Its total charge is -1. The highest occupied orbital energy is -0.154 hartree. The HOMO-LUMO gap comes out at 6.544 eV.

Löwdin population analysis, charges in e, atoms 1 to 2:
1. Br -0.999
2. C -0.829


Record 3
A structure of composition C29H22ClF5N2O2OsSe at a distorted geometry, computed with ωB97M-V/def2-TZVPD.

```
63
Properties=species:S:1:pos:R:3:forces:R:3
Os 0.320 -0.512 0.279 -0.8 -1.2 0.6
C 0.476 -3.720 3.778 0.0 0.0 0.0
C -0.053 -3.367 2.379 0.0 0.0 -0.1
C -1.420 -3.993 2.136 0.0 0.0 0.0
C -0.034 -1.869 2.233 -0.1 0.0 -0.1
C 1.202 -1.181 2.222 0.1 0.3 -0.1
C 1.237 0.241 2.193 0.3 -0.1 -0.2
C 0.062 1.016 2.094 0.1 0.1 0.0
C 0.114 2.509 2.194 0.0 0.0 0.0
C -1.136 0.310 1.873 0.0 0.0 -0.2
C -1.182 -1.103 1.948 -0.1 0.0 0.0
H 0.503 -4.803 3.886 0.0 0.0 0.0
H -0.179 -3.321 4.554 0.0 0.0 0.0
H 1.485 -3.344 3.951 0.0 0.0 0.0
H 0.648 -3.753 1.632 0.0 0.0 0.0
H -2.148 -3.662 2.881 0.0 0.0 0.0
H -1.342 -5.075 2.223 0.0 0.0 0.0
H -1.807 -3.770 1.140 0.0 0.0 0.0
H 2.133 -1.723 2.308 0.0 -0.1 0.0
H 2.184 0.743 2.292 0.1 0.0 0.0
H 0.502 2.951 1.278 0.0 0.0 0.0
H 0.772 2.800 3.012 0.0 0.0 0.0
H -0.875 2.922 2.381 0.0 0.0 0.0
H -2.053 0.856 1.692 0.0 0.0 0.0
H -2.125 -1.605 1.785 0.0 0.0 0.0
F 1.262 -1.802 -2.672 -0.1 -0.1 0.0
C 2.118 -0.874 -2.239 0.1 0.1 0.0
C 1.929 -0.216 -1.017 0.0 0.2 0.0
C 2.912 0.743 -0.758 0.0 0.0 -0.1
F 2.838 1.536 0.339 -0.1 0.0 0.1
C 3.973 1.036 -1.593 0.0 0.0 0.0
F 4.831 2.004 -1.280 0.0 0.0 0.0
C 4.118 0.333 -2.777 0.0 0.0 0.0
F 5.119 0.594 -3.591 0.0 0.0 0.0
C 3.178 -0.629 -3.099 0.0 0.0 0.0
F 3.286 -1.298 -4.234 0.0 0.0 0.0
Se -2.319 1.891 -1.825 -0.3 0.0 -0.2
N -0.695 2.177 -1.037 0.4 0.3 0.0
C -0.034 2.962 -1.880 0.2 -0.2 0.2
C 1.286 3.409 -1.674 -0.2 -0.1 0.1
C 1.921 4.231 -2.640 0.0 0.1 -0.2
C 1.263 4.624 -3.783 0.1 0.0 0.2
C -0.076 4.216 -4.032 -0.1 0.0 0.0
C -0.737 3.385 -3.106 -0.2 0.1 -0.3
N -1.978 2.970 -3.278 0.0 -0.1 -0.1
H 1.808 3.129 -0.770 0.0 0.0 0.0
H 2.938 4.553 -2.460 0.0 0.0 0.0
H 1.757 5.257 -4.508 0.0 0.0 0.0
H -0.598 4.529 -4.927 0.0 0.0 0.0
Cl -4.206 -5.370 -4.945 0.0 0.0 0.0
C -3.268 -4.364 -3.920 0.0 0.0 0.0
C -3.435 -2.983 -3.986 0.0 0.0 0.0
C -2.682 -2.178 -3.158 0.0 0.0 0.1
C -1.769 -2.747 -2.268 -0.1 0.0 -0.1
C -1.604 -4.133 -2.219 0.0 0.1 0.0
C -2.355 -4.944 -3.044 0.0 0.0 0.0
C -0.983 -1.907 -1.388 0.0 -0.3 -0.2
O -0.148 -2.392 -0.556 0.6 0.3 0.2
O -1.052 -0.630 -1.360 0.0 0.6 0.3
H -4.146 -2.563 -4.683 0.0 0.0 0.0
H -2.793 -1.103 -3.206 0.0 0.0 0.0
H -0.881 -4.567 -1.542 0.0 0.0 0.0
H -2.241 -6.019 -3.024 0.0 0.0 0.0
```
Positions in Å, forces in eV/Å.

The spin multiplicity is 5. Its total charge is +2. The highest occupied orbital energy (spin up / spin down) is -0.505 / -0.512 hartree. The HOMO-LUMO gap (spin up / spin down) comes out at 7.134 / 3.606 eV. The expectation value of S² is 6.03.

Löwdin population analysis, charges in e, atoms 1 to 2:
1. Os 1.570
2. C -0.026